[1]
The following is a quantum chemistry calculation of C20H25F5N2O3PTeTi as an isolated structure, from the OMol25 dataset.

Its HOMO energy (alpha / beta) is -14.1 / -14.9 eV. The expectation value of S² is 0.7630. The orbital gap (alpha / beta) is 7.969 / 7.051 eV.

Geometry as ORCA input:
```
! wB97M-V def2-TZVPD RIJCOSX def2/J DEFGRID3
* xyz 2 2
Ti 1.48 0.83 -1.32
O 2.97 -0.59 0.75
C 1.81 -0.90 0.75
O 0.99 -0.72 -0.29
C 1.13 -1.47 1.98
P -0.31 -0.48 2.46
C 0.14 1.20 2.74
C -0.85 2.19 2.63
C -0.52 3.51 2.85
C 0.79 3.86 3.17
C 1.78 2.88 3.26
C 1.46 1.55 3.04
C -1.22 -1.24 3.76
C -1.66 -0.48 4.86
C -2.37 -1.10 5.86
C -2.66 -2.46 5.78
C -2.25 -3.21 4.68
C -1.54 -2.61 3.67
H 1.85 -1.49 2.80
H 0.80 -2.49 1.79
H -1.87 1.92 2.37
H -1.28 4.28 2.77
H 1.05 4.89 3.34
H 2.79 3.16 3.51
H 2.24 0.81 3.10
H -1.41 0.57 4.93
H -2.69 -0.53 6.72
H -3.22 -2.94 6.57
H -2.49 -4.26 4.62
H -1.22 -3.19 2.81
C 0.57 -2.03 -4.95
C 1.28 -1.24 -3.83
N 0.34 -0.33 -3.16
C -0.16 0.66 -4.13
C -0.84 -0.04 -5.32
N -0.84 -1.51 -5.05
C -1.58 -1.78 -3.77
C -0.80 -1.10 -2.62
H 0.50 -3.09 -4.75
H 1.03 -1.88 -5.93
H 2.10 -0.66 -4.23
H 1.70 -1.92 -3.09
H 0.68 1.26 -4.47
H -0.85 1.33 -3.61
H -0.31 0.11 -6.26
H -1.87 0.27 -5.46
H -1.32 -1.99 -5.81
H -1.63 -2.86 -3.65
H -2.59 -1.39 -3.89
H -0.41 -1.83 -1.92
H -1.44 -0.41 -2.07
F 2.34 4.77 0.55
Te 1.47 3.76 -0.75
F 2.90 0.20 -2.15
F 2.79 4.30 -1.92
F -0.29 1.43 -0.99
F 1.34 2.32 -2.57
O 2.15 2.14 -0.13
*
```

Atomic partial charges in e from the natural (NBO) method, atoms 1 to 4:
1 Ti 1.856
2 O -0.531
3 C 0.780
4 O -0.750

[2]
The following is a quantum chemistry calculation of C20H25F6N2O4PS2V as an isolated structure, from the OMol25 dataset.

Its HOMO energy (alpha / beta) is -20.2 / -20.2 eV. The expectation value of S² is 0.7619. The orbital gap (alpha / beta) is 5.637 / 5.825 eV.

Geometry as ORCA input:
```
! wB97M-V def2-TZVPD RIJCOSX def2/J DEFGRID3
* xyz 4 2
V 1.76 -0.59 0.08
O -1.59 1.00 0.26
S -1.93 0.10 1.32
C -2.54 -1.46 0.78
C -1.63 -2.21 -0.20
C -1.85 -2.01 -1.70
C -1.84 -0.61 -2.33
S -0.32 0.31 -2.75
O 0.82 -0.32 -1.23
C 0.25 -0.26 -4.19
C -0.15 -1.48 -4.82
C 0.30 -1.74 -6.08
C 1.17 -0.82 -6.73
C 1.59 0.36 -6.11
C 1.15 0.65 -4.85
C -2.93 0.75 2.54
C -3.30 -0.04 3.64
C -4.15 0.51 4.58
C -4.62 1.82 4.41
C -4.24 2.59 3.31
C -3.38 2.07 2.36
H -3.54 -1.23 0.39
H -2.69 -2.04 1.70
H -1.83 -3.27 -0.02
H -0.58 -2.10 0.09
H -2.84 -2.38 -1.95
H -1.15 -2.67 -2.22
H -2.37 0.13 -1.72
H -2.34 -0.63 -3.30
H -0.82 -2.17 -4.34
H -0.01 -2.64 -6.59
H 1.51 -1.05 -7.73
H 2.24 1.05 -6.63
H 1.45 1.57 -4.36
H -2.93 -1.05 3.78
H -4.45 -0.07 5.44
H -5.29 2.23 5.15
H -4.62 3.59 3.20
H -3.09 2.65 1.50
C 3.18 2.74 2.55
C 2.49 1.62 1.87
N 2.86 1.00 0.80
O 3.97 1.31 0.10
C 1.18 1.09 2.40
C 0.68 1.54 3.71
N 0.63 0.23 1.61
O -0.54 -0.38 2.09
H 4.21 2.89 2.22
H 3.21 2.57 3.62
H 2.63 3.67 2.36
H 4.47 2.02 0.53
H 0.67 2.63 3.75
H 1.38 1.21 4.49
H -0.31 1.15 3.94
F 1.55 -2.17 0.77
P 4.83 -1.99 -0.24
F 4.77 -3.41 0.29
F 4.19 -1.41 1.11
F 6.08 -1.14 -0.04
F 5.21 -2.40 -1.68
F 3.44 -1.35 -0.93
*
```

Atomic partial charges in e from the natural (NBO) method, atoms 1 to 4:
1 V 1.569
2 O -0.875
3 S 2.099
4 C -0.653

Let's list molar mass in order: 642.86, 617.47 g/mol.
Let's list total energy in order: -3070.1960, -3867.0164 Ha.
Let's list relative energy (zero: lowest compared OMol25 entry of this formula, charge and spin) in order: 18.1, 90.8 kJ/mol.